[1]
{"formula": "C38H34N3O8PSiW", "method": "ωB97M-V/def2-TZVPD", "symbols": ["W", "O", "C", "N", "C", "C", "C", "C", "C", "C", "N", "C", "C", "C", "C", "C", "N", "H", "H", "H", "H", "H", "H", "H", "H", "H", "H", "O", "C", "C", "O", "C", "C", "O", "C", "O", "O", "C", "Si", "C", "C", "O", "H", "H", "H", "H", "H", "H", "H", "H", "H", "O", "P", "C", "C", "C", "C", "C", "C", "C", "C", "C", "C", "C", "C", "C", "C", "C", "C", "C", "C", "H", "H", "H", "H", "H", "H", "H", "H", "H", "H", "H", "H", "H", "H", "H"], "xyz": [[0.942, 0.892, 0.518], [4.675, 2.458, -0.493], [3.767, 1.851, 0.032], [2.539, 1.594, -0.493], [2.397, 1.917, -1.918], [1.128, 2.704, -1.985], [0.882, 3.714, -2.878], [-0.305, 4.429, -2.764], [-1.188, 4.108, -1.767], [-0.888, 3.075, -0.882], [0.273, 2.441, -0.973], [3.879, 1.299, 1.409], [5.046, 1.400, 2.182], [5.041, 0.702, 3.396], [3.937, -0.125, 3.689], [2.847, -0.126, 2.867], [2.791, 0.623, 1.786], [2.375, 0.995, -2.486], [3.277, 2.525, -2.215], [1.627, 3.903, -3.675], [-0.472, 5.235, -3.433], [-2.082, 4.660, -1.622], [-1.542, 2.799, -0.076], [5.904, 1.961, 1.848], [5.903, 0.711, 4.060], [3.978, -0.823, 4.527], [2.028, -0.798, 3.074], [0.261, 2.676, 6.387], [0.146, 2.428, 5.239], [0.351, 3.397, 4.028], [0.357, 4.557, 4.004], [0.520, 2.406, 2.924], [0.211, 1.112, 3.247], [0.356, 0.229, 2.284], [-0.113, 1.022, 4.701], [-0.533, 0.044, 5.249], [0.801, 2.517, 1.623], [2.678, -2.227, -2.182], [2.390, -2.092, -0.390], [4.066, -1.955, 0.387], [1.542, -3.538, 0.349], [1.318, -0.750, -0.242], [3.129, -3.207, -2.311], [3.257, -1.342, -2.453], [1.690, -2.289, -2.663], [4.556, -2.828, -0.086], [4.108, -2.029, 1.443], [4.649, -1.093, 0.041], [2.177, -4.434, 0.366], [0.570, -3.763, -0.111], [1.356, -3.361, 1.390], [-0.979, 0.506, 0.101], [-2.009, -0.497, -0.571], [-1.583, -0.909, -2.250], [-1.207, -2.217, -2.634], [-0.964, -2.475, -3.979], [-1.042, -1.465, -4.900], [-1.248, -0.159, -4.516], [-1.521, 0.140, -3.189], [-2.176, -1.946, 0.368], [-1.239, -2.384, 1.294], [-1.516, -3.580, 1.951], [-2.665, -4.303, 1.687], [-3.574, -3.836, 0.721], [-3.339, -2.664, 0.090], [-3.556, 0.314, -0.619], [-4.448, 0.127, -1.663], [-5.720, 0.684, -1.538], [-6.036, 1.407, -0.375], [-5.122, 1.580, 0.652], [-3.843, 1.082, 0.541], [-1.226, -3.054, -1.946], [-0.743, -3.504, -4.313], [-0.938, -1.698, -5.948], [-1.212, 0.641, -5.240], [-1.690, 1.139, -2.841], [-0.339, -1.878, 1.515], [-0.890, -3.930, 2.773], [-2.955, -5.171, 2.258], [-4.469, -4.415, 0.507], [-4.058, -2.274, -0.618], [-4.239, -0.429, -2.562], [-6.449, 0.452, -2.291], [-7.082, 1.755, -0.199], [-5.388, 2.187, 1.460], [-3.134, 1.170, 1.324]], "e_lumo_ha": -0.267, "total_charge": 2, "orbital_gap_ev": 6.7, "energy_ev": -79791.0209}

***

[2]
{"formula": "C38H35AgN3O4P", "method": "ωB97M-V/def2-TZVPD", "symbols": ["Ag", "O", "C", "C", "C", "C", "C", "C", "C", "O", "N", "N", "C", "C", "C", "C", "C", "C", "C", "O", "H", "H", "H", "H", "H", "H", "H", "H", "H", "H", "C", "C", "C", "C", "C", "C", "P", "C", "C", "C", "C", "C", "C", "C", "C", "C", "C", "C", "C", "H", "H", "H", "H", "H", "H", "H", "H", "H", "H", "H", "H", "H", "H", "O", "C", "C", "C", "C", "C", "C", "N", "H", "H", "H", "H", "H", "H", "H", "H", "H", "H", "H"], "xyz": [[1.205, 1.287, 0.550], [4.168, -2.533, -1.107], [4.081, -3.271, 0.008], [4.441, -4.622, -0.042], [4.317, -5.421, 1.082], [3.833, -4.887, 2.272], [3.481, -3.546, 2.323], [3.606, -2.717, 1.213], [3.180, -1.270, 1.246], [3.223, -0.634, 0.133], [2.816, -0.840, 2.419], [2.252, 0.435, 2.453], [2.316, 0.944, 3.626], [1.769, 2.190, 4.144], [2.156, 2.524, 5.445], [1.704, 3.652, 6.106], [0.801, 4.484, 5.432], [0.383, 4.188, 4.156], [0.840, 3.033, 3.437], [0.423, 2.796, 2.265], [3.793, -1.612, -0.799], [4.801, -5.023, -0.983], [4.591, -6.469, 1.026], [3.719, -5.514, 3.148], [3.079, -3.100, 3.223], [2.856, 0.346, 4.369], [2.845, 1.852, 5.950], [2.030, 3.879, 7.113], [0.421, 5.376, 5.923], [-0.318, 4.830, 3.634], [-3.577, -0.643, 0.887], [-2.823, 0.211, 1.676], [-2.178, 1.305, 1.104], [-2.267, 1.533, -0.269], [-3.007, 0.651, -1.058], [-3.671, -0.421, -0.483], [-1.306, 2.946, -0.958], [-2.591, 3.763, -2.007], [-2.162, 4.698, -2.957], [-3.064, 5.452, -3.690], [-4.430, 5.309, -3.479], [-4.874, 4.406, -2.526], [-3.966, 3.643, -1.800], [-0.260, 2.051, -2.170], [-0.508, 1.967, -3.541], [0.380, 1.289, -4.365], [1.507, 0.701, -3.806], [1.717, 0.758, -2.432], [0.841, 1.423, -1.556], [-4.061, -1.505, 1.332], [-2.702, 0.012, 2.733], [-1.554, 1.959, 1.707], [-3.047, 0.802, -2.132], [-4.238, -1.105, -1.105], [-1.098, 4.830, -3.122], [-2.699, 6.160, -4.427], [-5.138, 5.900, -4.049], [-5.936, 4.288, -2.342], [-4.336, 2.944, -1.062], [-1.391, 2.427, -3.973], [0.191, 1.223, -5.432], [2.217, 0.176, -4.439], [2.579, 0.251, -2.013], [-0.337, -2.470, 1.843], [-0.177, -2.615, 0.642], [0.444, -3.874, 0.054], [-0.469, -4.689, -0.892], [-1.695, -3.949, -1.429], [-1.365, -2.751, -2.317], [-0.331, -1.809, -1.690], [-0.522, -1.665, -0.262], [0.762, -4.478, 0.901], [1.350, -3.571, -0.472], [-0.818, -5.578, -0.360], [0.127, -5.054, -1.735], [-2.295, -3.601, -0.583], [-2.324, -4.652, -1.985], [-2.286, -2.194, -2.510], [-0.986, -3.089, -3.288], [-0.404, -0.820, -2.137], [0.684, -2.159, -1.899], [-0.724, -0.747, 0.111]], "e_lumo_ha": 0.158, "total_charge": -2, "de_lowest_kcal_mol": 10.0, "orbital_gap_ev": 5.7, "energy_ev": -65924.1978}

***

[3]
{"formula": "C38H35AsF5N7NaS", "method": "ωB97M-V/def2-TZVPD", "symbols": ["Na", "F", "C", "C", "F", "C", "F", "C", "S", "C", "F", "C", "F", "N", "C", "N", "C", "N", "N", "C", "N", "C", "C", "C", "C", "C", "N", "H", "H", "H", "H", "H", "H", "H", "H", "C", "C", "C", "C", "C", "C", "As", "N", "C", "C", "C", "C", "C", "C", "C", "C", "C", "C", "C", "C", "C", "C", "C", "C", "C", "C", "H", "H", "H", "H", "H", "H", "H", "H", "H", "H", "H", "H", "H", "H", "H", "H", "H", "H", "H", "H", "H", "H", "H", "H", "H", "H", "H"], "xyz": [[-0.318, -0.298, 0.584], [-6.611, -3.179, 1.034], [-5.679, -2.213, 1.073], [-4.369, -2.481, 0.728], [-4.021, -3.719, 0.347], [-3.428, -1.471, 0.778], [-2.163, -1.813, 0.426], [-3.705, -0.158, 1.162], [-2.519, 1.105, 1.216], [-5.047, 0.063, 1.501], [-5.446, 1.283, 1.884], [-6.009, -0.927, 1.462], [-7.278, -0.651, 1.802], [1.158, -0.469, 3.696], [2.147, -0.771, 2.771], [3.308, -1.168, 3.303], [4.266, -1.359, 2.364], [5.521, -1.580, 2.890], [4.165, -1.272, 1.069], [2.825, -1.102, 0.559], [1.834, -0.655, 1.504], [2.133, -0.166, -1.675], [2.605, 0.185, -2.958], [1.771, 0.061, -4.043], [0.473, -0.414, -3.868], [0.083, -0.711, -2.581], [0.864, -0.566, -1.507], [1.526, -0.247, 4.607], [0.433, 0.152, 3.373], [5.526, -1.842, 3.861], [6.169, -2.055, 2.286], [3.628, 0.512, -3.081], [2.134, 0.316, -5.032], [-0.210, -0.537, -4.696], [-0.928, -1.055, -2.382], [7.560, 2.516, 4.553], [6.741, 2.109, 3.358], [5.391, 2.404, 3.277], [4.621, 2.068, 2.166], [3.157, 2.404, 2.207], [5.224, 1.406, 1.092], [4.414, 1.088, -0.672], [2.938, -0.086, -0.557], [2.437, -2.453, -0.071], [3.173, -2.940, -1.149], [2.879, -4.173, -1.705], [1.850, -4.949, -1.181], [1.132, -4.480, -0.093], [1.427, -3.238, 0.459], [3.608, 2.896, -0.913], [2.269, 3.312, -0.851], [1.098, 2.425, -0.504], [1.955, 4.649, -1.104], [2.912, 5.594, -1.422], [2.543, 7.028, -1.697], [4.233, 5.174, -1.479], [4.593, 3.856, -1.234], [6.066, 3.524, -1.298], [6.585, 1.055, 1.177], [7.282, 0.227, 0.126], [7.316, 1.420, 2.299], [6.930, 2.655, 5.433], [8.082, 3.458, 4.367], [8.314, 1.763, 4.788], [4.906, 2.901, 4.112], [2.815, 2.441, 3.242], [2.571, 1.644, 1.692], [2.952, 3.373, 1.747], [3.982, -2.337, -1.546], [3.453, -4.533, -2.551], [1.617, -5.912, -1.618], [0.333, -5.078, 0.330], [0.871, -2.876, 1.315], [1.393, 1.596, 0.134], [0.653, 2.004, -1.406], [0.329, 3.012, -0.001], [0.914, 4.951, -1.037], [1.479, 7.196, -1.539], [2.779, 7.301, -2.728], [3.096, 7.707, -1.045], [5.010, 5.894, -1.716], [6.623, 4.369, -1.703], [6.259, 2.655, -1.930], [6.466, 3.296, -0.308], [7.155, 0.629, -0.879], [6.845, -0.775, 0.109], [8.348, 0.154, 0.340], [8.363, 1.137, 2.354]], "e_lumo_ha": 0.080, "total_charge": -1, "de_lowest_kcal_mol": 0.0, "orbital_gap_ev": 7.1, "energy_ev": -140087.6401}